(1)
Formula: C23H23ClN2O6
Source: OMol25
Level of theory: wB97M-V/def2-TZVPD

Calculated values
SMILES string: O=C(COC(=O)c1ccccc1C(=O)c1ccc(Cl)c([N+](=O)[O-])c1)NC1CCCCCC1
Total energy in eV: -52010.324
Multiplicity: 1
Energy above the lowest of the compared OMol25 structures with the same formula, charge and spin in kcal/mol: 81.7
Gap between HOMO and LUMO in Eh: 0.328

Positions of all 55 atoms, in Å:
O: 2.3138 0.8769 -1.2485
C: 1.9344 -0.2576 -1.4479
N: 2.5610 -1.3665 -1.0417
H: 2.1360 -2.2683 -1.2146
C: 3.7438 -1.3539 -0.1965
C: 3.3872 -1.9985 1.1432
C: 4.5522 -2.0974 2.1260
C: 5.5691 -3.1719 1.7365
C: 6.6868 -2.6944 0.8049
C: 6.2569 -1.7194 -0.2948
H: 7.0288 -1.7289 -1.0672
C: 4.9031 -2.0314 -0.9343
H: 4.9016 -1.6508 -1.9587
H: 4.7419 -3.1092 -0.9805
H: 6.2230 -0.7046 0.1050
H: 7.4638 -2.2069 1.3981
H: 7.1401 -3.5762 0.3457
H: 5.0338 -4.0026 1.2725
H: 6.0396 -3.5670 2.6398
H: 5.0441 -1.1293 2.2239
H: 4.1351 -2.3516 3.1028
H: 2.9938 -3.0023 0.9571
H: 2.5842 -1.4097 1.5908
H: 3.9875 -0.2970 -0.0452
C: 0.6249 -0.5477 -2.2086
H: 0.2872 0.3583 -2.7129
H: 0.7603 -1.3677 -2.9211
O: -0.4000 -0.8797 -1.2753
C: -0.5087 -2.1515 -0.8702
O: 0.1461 -3.0636 -1.3124
C: -1.5529 -2.2636 0.1770
C: -2.4040 -3.3612 0.2152
C: -3.3943 -3.4303 1.1783
C: -3.5296 -2.4116 2.1083
C: -2.6700 -1.3251 2.0890
C: -1.6772 -1.2415 1.1227
C: -0.6555 -0.1456 1.1461
O: 0.4636 -0.3515 1.5580
C: -1.0796 1.1818 0.6354
C: -2.3993 1.4655 0.3193
C: -2.7489 2.7075 -0.1961
C: -1.7715 3.6880 -0.4049
C: -0.4466 3.3925 -0.0904
C: -0.1032 2.1591 0.4192
H: 0.9280 1.9222 0.6340
H: 0.3100 4.1420 -0.2568
Cl: -2.1536 5.2509 -0.9938
N: -4.1480 2.9134 -0.5016
O: -4.9410 2.2291 0.1096
O: -4.4421 3.7266 -1.3443
H: -3.1816 0.7342 0.4614
H: -2.7600 -0.5461 2.8314
H: -4.3031 -2.4651 2.8591
H: -4.0606 -4.2788 1.2055
H: -2.2814 -4.1437 -0.5178

***

(2)
Formula: C23H23N2
Source: OMol25
Level of theory: wB97M-V/def2-TZVPD

Calculated values
Total energy in eV: -27197.285
Multiplicity: 1
Energy above the lowest of the compared OMol25 structures with the same formula, charge and spin in kcal/mol: 33.8
Total charge: +1
Gap between HOMO and LUMO in Eh: 0.221

Positions of all 48 atoms, in Å:
C: 0.6535 3.3561 -2.2603
C: -0.5511 2.6846 -1.7598
N: -1.5689 2.3669 -2.5878
C: -1.5456 2.5510 -4.0328
C: -2.6113 1.7748 -1.8714
C: -2.2004 1.6741 -0.5199
C: -3.0328 0.9796 0.3580
C: -4.2716 0.5041 -0.0988
C: -4.6734 0.6466 -1.4378
C: -3.8203 1.2664 -2.3631
C: -0.8579 2.2672 -0.4244
C: -0.0054 2.3410 0.6944
C: -0.5514 2.3963 2.0239
C: -1.8098 2.9943 2.3343
C: -2.3780 2.8629 3.6029
C: -1.7070 2.1700 4.6180
C: -0.4420 1.6304 4.3569
C: 0.1257 1.7446 3.0914
H: 1.1370 3.8240 -1.3935
H: 1.3603 2.6435 -2.7187
H: 0.4274 4.1429 -2.9945
H: -2.4977 2.2160 -4.4604
H: -1.3926 3.6083 -4.2961
H: -0.7310 1.9691 -4.4933
H: -2.7176 0.8156 1.3823
H: -4.9442 0.0067 0.6051
H: -5.6388 0.2570 -1.7626
H: -4.0669 1.3483 -3.4247
H: 1.0065 1.9817 0.5903
H: -2.3436 3.5477 1.5561
H: -3.3546 3.3124 3.8051
H: -2.1710 2.0511 5.5949
H: 0.1112 1.1201 5.1485
H: 1.0995 1.2902 2.8902
N: 2.5248 2.6309 0.7657
C: 3.2305 3.1503 1.9024
C: 3.8943 2.2717 2.7729
C: 4.8059 2.7909 3.7029
C: 4.9944 4.1760 3.8181
C: 4.2348 5.0475 3.0168
C: 3.3198 4.5357 2.0865
H: 2.6641 3.2568 -0.0284
H: 2.9588 1.7475 0.4987
H: 3.7074 1.1955 2.7130
H: 5.3461 2.1136 4.3726
H: 5.7179 4.5749 4.5397
H: 4.3322 6.1250 3.1587
H: 2.6889 5.2070 1.4972

***

Number 1: strongest force on any atom 1.05 eV Å⁻¹. Number 2: strongest force on any atom 3.55 eV Å⁻¹.